A single C5H9NO molecule. Source: OMol25; level of theory: ωB97M-V/def2-TZVPD.

```
16
Properties=species:S:1:pos:R:3:forces:R:3
C -2.178975 -0.259155 -0.286932 -0.225 0.012 -0.027
C -0.715689 -0.681448 -0.320378 -0.210 -0.330 -0.063
C 0.197596 0.504654 -0.131554 -0.531 -0.217 -0.081
C 2.199909 1.497694 0.177105 0.985 0.675 0.113
O 1.574541 0.015376 -0.245582 -0.478 0.879 0.561
C -0.404638 -1.658205 0.735041 0.082 -0.668 0.570
N -0.106426 -2.384020 1.584206 -0.194 0.600 -0.697
H -2.369857 0.474191 -1.075731 0.026 -0.102 0.094
H -2.437717 0.192321 0.676099 0.067 -0.079 -0.136
H -2.824848 -1.122250 -0.449749 -0.023 0.099 0.022
H -0.455770 -1.130195 -1.281963 -0.176 -0.173 0.017
H 0.068366 1.249607 -0.931235 0.216 -0.506 0.251
H 0.003648 1.047445 0.808100 0.422 -0.514 -0.299
H 2.846810 1.173815 0.997456 0.319 0.003 -0.040
H 2.820291 1.695111 -0.705064 0.220 -0.273 0.096
H 1.813772 -0.650322 0.441529 -0.499 0.596 -0.382
```
Positions in Å, forces in eV/Å.

The value obtained for the HOMO-LUMO gap is 8.0 eV. As for the total charge: 0. As for the maximum force: 1.2 eV Å⁻¹.

4 unconnected molecules or ions with the total composition C37H73BBr2F5N3O11Si. Source: OMol25; level of theory: ωB97M-V/def2-TZVPD.

```
133
Properties=species:S:1:pos:R:3:forces:R:3
C -4.306962 -5.796989 -1.713025 -0.079 0.409 0.088
C -3.268298 -5.700911 -2.336756 1.411 0.719 0.642
C -1.816853 -5.342023 -2.827908 -1.275 -0.118 -0.502
C -1.495473 -3.786727 -2.595970 -0.606 -1.487 0.846
C -1.608625 -3.515316 -1.019958 -0.595 0.529 -0.512
C -1.114254 -2.047001 -0.615108 -2.361 1.033 -1.480
O -1.336317 -1.290535 -1.854398 1.407 0.150 0.504
C -2.142300 -1.319535 0.387843 -0.143 -1.665 -0.031
C -3.548447 -1.029442 -0.316798 0.325 -0.840 1.057
O -4.559384 -1.402174 0.684315 -0.563 1.170 -1.367
Si -6.113426 -0.778403 0.305850 -0.780 -1.075 0.667
C -6.604376 0.505565 1.631969 0.514 0.274 0.460
C -6.324597 -0.180172 -1.486823 -0.223 0.808 -0.586
C -7.344722 -2.250433 0.527319 0.224 0.006 0.347
O 0.251667 -1.865795 -0.343059 -0.490 0.018 0.379
C 0.910886 -2.548060 0.718277 2.125 -1.357 1.203
C 0.108635 -3.146579 1.924973 -0.840 -0.162 1.049
C -0.351374 -2.148311 3.063773 -0.933 0.508 0.245
C -1.722113 -2.587788 3.786891 0.620 1.472 -0.361
C -2.545267 -1.303113 4.237475 -1.559 0.147 0.345
O -3.711868 -1.358482 4.553959 1.686 -0.474 -0.427
O -1.941049 -0.010548 4.342548 0.229 -1.166 -1.093
B 1.723921 -3.816016 0.038642 0.487 -2.073 -0.760
O 1.285669 -5.173427 0.206036 0.905 2.201 -0.851
O 2.888671 -3.626208 -0.803702 -2.561 -0.003 -0.223
C 2.453650 -3.499689 -2.206217 1.715 1.008 -0.892
C 3.572278 -2.621656 -2.944665 -0.861 -0.041 -0.085
C 2.127319 -1.563027 1.135148 -0.934 -0.235 -0.793
O 1.623540 -0.296461 1.683221 0.739 0.328 -1.320
C 2.076880 0.784764 0.880149 -0.572 0.564 0.841
F 1.342650 0.876583 -0.337125 1.390 -0.468 1.394
C 1.727802 2.137199 1.679696 -0.286 -0.953 -1.088
F 2.635189 3.127616 1.291565 -1.660 -1.330 0.743
F 0.423803 2.474632 1.263362 2.068 0.095 1.170
C 1.755689 1.887599 3.239230 0.439 1.399 -0.176
F 3.048014 1.421333 3.546034 -2.056 0.755 -0.240
F 1.549184 3.137888 3.852011 0.579 -1.949 -0.644
C 3.248754 -2.221086 1.995856 1.895 0.478 -1.098
Br 2.971632 -3.029115 3.789298 -0.169 0.747 -1.410
C 4.574349 -2.256458 1.590958 -0.739 -0.496 1.784
C 5.703759 -2.911248 2.500639 0.278 0.856 -0.908
Br 5.229416 -1.486960 -0.079794 -0.487 -0.392 1.260
H -5.232034 -5.746849 -1.097528 1.288 -0.317 -1.064
H -1.799694 -5.550462 -3.941422 0.150 0.167 1.244
H -1.049514 -6.004846 -2.330410 -0.970 0.653 -0.414
H -2.296014 -3.233028 -3.173676 1.263 -0.304 0.775
H -0.461232 -3.590447 -2.988519 -1.125 -0.038 0.284
H -1.137325 -4.342430 -0.422346 -0.231 0.873 -0.630
H -2.725237 -3.558829 -0.807781 1.405 0.008 -0.017
H -0.571250 -0.687921 -1.980857 -0.612 -0.465 0.330
H -1.698174 -0.408878 0.875983 -0.338 -0.853 -0.662
H -2.383677 -2.114994 1.165706 0.193 1.303 -0.632
H -3.692267 0.057143 -0.570697 0.492 -1.132 -0.122
H -3.728530 -1.726390 -1.191721 0.546 1.187 0.701
H -6.714991 1.559350 1.236007 -0.073 -1.164 0.505
H -5.776509 0.517135 2.407760 -0.897 0.054 -0.819
H -7.532577 0.153232 2.172467 0.885 0.593 -0.706
H -5.835758 0.824260 -1.689619 -0.484 -1.166 0.180
H -5.981521 -0.906868 -2.275704 -0.263 0.644 0.861
H -7.441474 -0.021488 -1.648044 1.287 -0.222 0.248
H -7.360291 -2.914134 -0.394915 -0.061 0.644 1.261
H -8.387630 -1.883813 0.782314 1.157 -0.436 -0.501
H -6.969378 -2.810079 1.441716 -0.495 0.332 -1.149
H -0.839420 -3.682815 1.593803 1.314 0.679 -0.011
H 0.733735 -3.981406 2.378925 -0.682 1.113 -0.608
H -0.530662 -1.124390 2.606888 0.297 -1.359 0.513
H 0.385631 -1.985493 3.895501 -0.402 -0.240 -1.111
H -2.386266 -3.148285 3.070925 0.540 0.485 0.958
H -1.535991 -3.185413 4.724163 -0.252 0.478 -1.063
H -1.912601 0.396648 3.447619 -0.005 -0.399 0.753
H 1.783691 -5.751535 -0.421730 -0.255 0.359 0.732
H 1.495359 -2.918389 -2.314085 0.730 -0.909 0.325
H 2.403783 -4.510429 -2.704341 -0.295 0.929 0.626
H 4.606504 -2.904109 -2.607596 -1.115 0.282 -0.253
H 3.338103 -1.536182 -2.711379 0.617 -1.236 -0.221
H 3.515516 -2.742115 -4.071929 -0.056 0.050 1.314
H 2.538749 -1.259242 0.118506 -0.022 -0.908 1.354
H 3.189935 0.698132 0.694546 -1.310 0.211 -0.203
H 0.946848 1.193808 3.588775 1.039 0.483 -0.300
H 6.724156 -2.678440 2.059709 -1.340 -0.475 0.363
H 5.538751 -4.022048 2.545442 0.203 1.111 0.058
H 5.716979 -2.459762 3.537652 -0.331 -0.599 -1.193
C 1.940825 8.619385 4.254747 -0.179 0.259 -0.023
O 1.653026 8.876317 2.891796 0.227 -0.285 -0.028
C 1.714033 7.734501 2.046744 -0.078 0.053 -0.271
C 0.452175 6.851365 2.074114 -0.121 0.196 0.380
C 0.340695 5.981852 3.322188 0.049 -0.228 0.058
N -0.771035 7.652526 1.939976 0.223 0.119 -0.206
H 2.698169 7.838675 4.374912 -0.072 -0.050 -0.025
H 1.028212 8.347413 4.789754 0.112 -0.153 0.126
H 2.320090 9.540830 4.699787 0.016 0.002 -0.111
H 1.827345 8.128452 1.031754 -0.057 0.084 0.084
H 2.618143 7.148759 2.256560 -0.036 -0.053 0.140
H 0.510022 6.174406 1.214635 0.070 0.105 -0.038
H 0.020501 6.546286 4.200149 0.028 0.066 -0.104
H -0.397242 5.190371 3.169813 0.035 0.100 -0.031
H 1.295154 5.503332 3.553842 -0.064 0.061 -0.004
H -0.736876 8.154928 1.054219 -0.120 0.018 0.031
H -0.722520 8.394689 2.637818 -0.084 -0.134 -0.046
C -1.829854 9.489241 -4.318881 0.243 0.200 0.006
O -2.232072 10.569450 -3.494788 -0.307 -0.189 0.014
C -3.260289 10.256198 -2.564271 -0.043 0.222 0.167
C -2.770213 9.553962 -1.283834 0.276 -0.086 -0.255
C -2.435290 8.079480 -1.483372 -0.071 -0.267 0.124
N -1.602325 10.235021 -0.707934 -0.109 0.129 -0.153
H -2.665807 8.828379 -4.567310 0.013 -0.017 0.086
H -1.029481 8.923128 -3.837334 -0.082 -0.194 -0.079
H -1.428178 9.902302 -5.245507 -0.072 0.074 0.052
H -3.695289 11.218271 -2.275359 0.110 0.004 -0.050
H -4.060736 9.686569 -3.052840 0.075 -0.124 -0.019
H -3.585244 9.602501 -0.553956 0.005 0.105 -0.067
H -1.477884 7.929821 -1.986594 -0.056 0.109 -0.024
H -2.367056 7.570464 -0.518438 -0.011 0.093 -0.046
H -3.210082 7.575973 -2.068381 0.054 0.028 0.008
H -1.862112 11.192530 -0.481969 0.033 -0.084 0.146
H -0.917389 10.342198 -1.456334 -0.031 -0.092 0.132
C 7.085124 -8.151397 -2.523706 0.069 0.174 0.243
O 6.377414 -6.959776 -2.821724 -0.121 -0.166 -0.296
C 5.293795 -7.122676 -3.726412 -0.100 0.270 0.003
C 3.997715 -7.647444 -3.081007 0.175 -0.161 0.185
C 4.027098 -9.140719 -2.772074 -0.148 -0.229 -0.066
N 3.671918 -6.912781 -1.851730 0.068 0.172 0.041
H 7.134154 -8.826198 -3.383535 -0.084 0.000 0.024
H 6.630618 -8.658219 -1.669635 0.041 -0.198 -0.090
H 8.102508 -7.878220 -2.239927 -0.054 0.082 -0.067
H 5.091660 -6.122228 -4.122881 0.060 0.001 0.100
H 5.595229 -7.741223 -4.580790 -0.005 -0.128 0.074
H 3.186980 -7.483830 -3.799360 0.087 0.099 -0.022
H 4.618048 -9.373914 -1.884632 0.009 0.098 -0.061
H 3.016021 -9.510072 -2.583985 0.071 0.091 0.013
H 4.435384 -9.708137 -3.612900 -0.002 0.037 0.052
H 3.550316 -5.928477 -2.068240 0.079 0.028 -0.033
H 4.509249 -6.925928 -1.268995 -0.178 -0.049 0.039
```
Positions in Å, forces in eV/Å.

Its SMILES is C#CCCC[C@@](O)(CCO[Si](C)(C)C)O[C@@](CCCC(=O)O)(B(O)OCC)[C@@H](O[C@@H](F)C(F)(F)C(F)F)/C(Br)=C(/C)Br.COC[C@@H](C)N.COC[C@@H](C)N.COC[C@@H](C)N. The value obtained for the HOMO-LUMO gap is 8.8 eV. As for the total charge: 0. As for the maximum force: 3.0 eV Å⁻¹.

Number 1: HOMO -7.397 eV. Number 2: HOMO -8.797 eV.